Here is a single C3H3NO2 molecule from the OMol25 dataset. Energies are from wB97M-V/def2-TZVPD.

Properties
- electronic energy (eV) = -8738.1419
- F_max (eV/A) = 3.74
- lowest unoccupied orbital energy (spin up / spin down) (eV) = 0.21 / 0.22
- total charge = 0
- ΔE to the lowest compared entry with this formula, charge and spin (kJ/mol) = 674.4

```
9
Properties=species:S:1:pos:R:3:forces:R:3
O 1.7364 0.5216 -0.6373 0.464 -0.742 -0.895
O -2.3327 -0.2407 -0.5221 1.397 -0.415 0.001
N 0.9410 0.2425 0.5698 -1.290 0.346 1.600
C -1.1563 -0.2421 -0.4387 0.375 2.520 -0.122
C 0.6271 1.2298 -0.4175 -3.255 -1.780 0.464
C -0.1037 -0.8308 0.4532 1.887 -2.218 -2.029
H 0.4262 2.2784 -0.2541 0.806 0.372 -0.170
H -0.5175 -1.2349 1.3903 0.543 0.441 -0.019
H 0.3796 -1.7237 -0.1436 -0.927 1.475 1.170
```
Forces are in eV/Å.